Model a:
{
  "formula": "CH4N2O",
  "method": "wB97M-V/def2-TZVPD",
  "smiles": "NC(N)=O",
  "total_charge": 0,
  "lumo_ev": 0.7,
  "homo_ha": -0.358,
  "mol_weight_g_mol": 60.1,
  "symbols": ["C", "H", "H", "H", "H", "N", "N", "O"],
  "positions_angstrom": [[-0.09534, 0.49221, -0.11813], [1.51293, -0.89137, -0.13152], [1.85633, 0.79341, -0.03231], [-2.08749, -0.21623, 0.22400], [-0.77078, -1.42850, 0.18093], [1.20983, 0.08924, 0.00526], [-1.08538, -0.48606, -0.10619], [-0.54010, 1.64731, -0.02204]],
  "mulliken_charge": [0.590, 0.203, 0.220, 0.263, 0.199, -0.379, -0.469, -0.626]
}

=====

Model b:
{
  "formula": "CH4N2O",
  "method": "wB97M-V/def2-TZVPD",
  "smiles": "[H]/N=N/CO",
  "total_charge": 0,
  "lumo_ev": 1.0,
  "homo_ha": -0.351,
  "mol_weight_g_mol": 60.1,
  "symbols": ["C", "N", "N", "O", "H", "H", "H", "H"],
  "positions_angstrom": [[0.57264, 0.50699, 0.09376], [-0.88287, 0.38848, 0.06225], [-1.37587, -0.70987, 0.16513], [1.57701, -0.59129, 0.11592], [0.67565, 1.01921, -0.91377], [0.50692, 1.12122, 0.98959], [1.31629, -1.27892, -0.50667], [-2.38977, -0.45582, -0.00621]],
  "mulliken_charge": [-0.103, -0.040, -0.449, -0.470, 0.232, 0.267, 0.294, 0.269]
}

=====

Model c:
{
  "formula": "CH4N2O",
  "method": "wB97M-V/def2-TZVPD",
  "smiles": "NNC=O",
  "total_charge": 0,
  "lumo_ev": 0.8,
  "homo_ha": -0.362,
  "mol_weight_g_mol": 60.1,
  "symbols": ["C", "H", "H", "H", "H", "N", "N", "O"],
  "positions_angstrom": [[-1.22213, -0.34954, -0.23723], [2.00211, -0.14269, -0.68015], [1.54736, -0.18344, 0.97412], [-0.25446, 1.58592, 0.25070], [-0.64030, -1.28842, -0.25990], [1.03212, -0.20303, 0.11135], [-0.11308, 0.53740, -0.28089], [-2.35162, 0.04379, 0.12200]],
  "mulliken_charge": [0.105, 0.245, 0.223, 0.280, 0.419, -0.557, -0.174, -0.540]
}

=====

Least stable of them? model c.

=====

Model a:
{
  "formula": "CH4N2O",
  "method": "wB97M-V/def2-TZVPD",
  "smiles": "CNN=O",
  "total_charge": 0,
  "lumo_ev": 1.0,
  "homo_ha": -0.349,
  "mol_weight_g_mol": 60.1,
  "symbols": ["C", "N", "N", "O", "H", "H", "H", "H"],
  "positions_angstrom": [[-0.93010, -0.19122, 0.10045], [1.40769, -0.22948, 0.41827], [0.33077, 0.42807, -0.06685], [2.45615, 0.18160, -0.00755], [-1.01188, -0.83831, -0.84881], [-0.91233, -0.99111, 0.96186], [-1.86724, 0.45971, 0.12230], [0.52694, 1.18075, -0.67967]],
  "mulliken_charge": [-0.599, 0.014, 0.050, -0.473, 0.253, 0.268, 0.251, 0.237]
}

=====

Model b:
{
  "formula": "CH4N2O",
  "method": "wB97M-V/def2-TZVPD",
  "smiles": "[H]/N=C/NO",
  "total_charge": 0,
  "lumo_ev": 0.8,
  "homo_ha": -0.349,
  "mol_weight_g_mol": 60.1,
  "symbols": ["C", "H", "H", "H", "H", "N", "N", "O"],
  "positions_angstrom": [[0.30595, -0.32412, 0.58573], [-1.19139, 1.95700, -0.14831], [-0.99417, -0.52453, -1.06794], [0.30666, 0.22647, 1.55677], [1.79023, -1.63587, 1.02536], [-0.68071, 0.03807, -0.22546], [1.07509, -1.32666, 0.35325], [-0.56346, 1.36773, -0.72186]],
  "mulliken_charge": [0.189, 0.337, 0.289, 0.275, 0.250, -0.288, -0.628, -0.424]
}

=====

Model c:
{
  "formula": "CH4N2O",
  "method": "wB97M-V/def2-TZVPD",
  "total_charge": 0,
  "lumo_ev": [0.4, -1.2],
  "homo_ha": [-0.361, -0.317],
  "mol_weight_g_mol": 60.1,
  "symbols": ["C", "N", "N", "O", "H", "H", "H", "H"],
  "positions_angstrom": [[1.08718, 0.03080, -1.41285], [-1.40015, 0.12315, 0.86803], [-0.34492, 0.30470, 1.39805], [-2.45964, -0.43289, 1.01686], [0.53118, -0.83073, -1.71268], [0.61692, 0.98844, -1.37296], [2.10566, -0.07354, -1.10613], [-0.13624, -0.10993, 2.32167]],
  "mulliken_charge": [-0.894, 0.633, -0.424, -0.452, 0.306, 0.301, 0.284, 0.247]
}

=====

Least stable of them? model c.

=====

Model a:
{
  "formula": "CH4N2O",
  "method": "wB97M-V/def2-TZVPD",
  "smiles": "[H]/N=C/NO",
  "total_charge": 0,
  "lumo_ev": 0.4,
  "homo_ha": -0.330,
  "mol_weight_g_mol": 60.1,
  "symbols": ["C", "H", "H", "H", "H", "N", "N", "O"],
  "positions_angstrom": [[0.54336, -0.14116, 0.03039], [-2.30480, -0.26721, 0.70509], [-0.63488, 1.51610, -0.21317], [0.48024, -1.16779, 0.02337], [2.38275, -0.69352, -0.22835], [-0.54758, 0.54837, 0.05400], [1.79312, 0.29425, -0.10830], [-1.71221, -0.08904, -0.26303]],
  "mulliken_charge": [0.095, 0.354, 0.274, 0.320, 0.229, -0.163, -0.666, -0.444]
}

=====

Model b:
{
  "formula": "CH4N2O",
  "method": "wB97M-V/def2-TZVPD",
  "smiles": "N=C=O.N",
  "total_charge": 0,
  "lumo_ev": 0.8,
  "homo_ha": -0.373,
  "mol_weight_g_mol": 60.1,
  "symbols": ["C", "N", "N", "O", "H", "H", "H", "H"],
  "positions_angstrom": [[1.46286, -0.30018, 0.03901], [1.42231, -1.42451, -0.35022], [-1.39214, 0.52435, 0.06152], [1.71660, 0.67911, 0.59593], [-2.09684, 0.93747, -0.60494], [0.76378, -2.12567, -0.43396], [-0.38836, 0.49241, -0.14112], [-1.48821, 1.21702, 0.83379]],
  "mulliken_charge": [0.560, -0.423, -0.668, -0.397, 0.232, 0.285, 0.178, 0.234]
}

=====

Least stable of them? model a.